Entry 1:
C4H6N2S | the ωB97M-V functional and the def2-TZVPD basis

```
13
C4H6N2S | the Open Molecules 2025 dataset | the ωB97M-V functional and the def2-TZVPD basis
H 2.413 -0.096 -0.838
N 2.421 -0.966 -0.366
C 1.344 -0.834 0.395
N 0.560 0.318 0.559
C 0.009 1.181 -0.480
C -0.785 0.429 0.615
C -1.711 -0.599 -0.043
S -3.352 -0.496 -0.031
H 1.456 -1.694 1.274
H -0.114 0.596 -1.419
H 0.050 2.210 -0.272
H -1.012 1.007 1.599
H -1.279 -1.054 -0.993
```

Computed properties:
* ΔE to the lowest compared entry with this formula, charge and spin: 100.9 kcal per mole
* DFT total energy: -18056.59870 eV
* net charge: 0

---

Entry 2:
C4H6N2S | the ωB97M-V functional and the def2-TZVPD basis

```
13
C4H6N2S | the Open Molecules 2025 dataset | the ωB97M-V functional and the def2-TZVPD basis
C -1.282 -1.493 -0.714
N -0.284 -0.447 -0.708
C 0.430 0.025 -1.803
C 1.266 0.981 -1.357
N 1.046 1.081 0.005
C 0.098 0.205 0.432
S -0.472 -0.024 1.983
H -0.982 -2.303 -0.044
H -1.414 -1.832 -1.728
H -2.225 -1.117 -0.341
H 0.257 -0.375 -2.796
H 1.985 1.580 -1.891
H 1.521 1.699 0.647
```

Computed properties:
* ΔE to the lowest compared entry with this formula, charge and spin: 0.0 kcal per mole
* DFT total energy: -18060.97328 eV
* net charge: 0

---

Entry 3:
C4H6N2S | the ωB97M-V functional and the def2-TZVPD basis

```
13
C4H6N2S | the Open Molecules 2025 dataset | the ωB97M-V functional and the def2-TZVPD basis
C 1.614 0.945 0.326
C 1.524 -1.632 1.736
C 2.542 -2.183 1.379
C -1.346 1.020 -1.207
N 2.637 0.791 -0.181
N 0.489 1.028 1.031
S -0.813 0.312 0.403
H 0.741 -1.007 2.023
H -0.479 -0.790 -0.400
H 3.385 -2.665 0.991
H -1.946 1.931 -0.998
H -2.023 0.181 -1.673
H -0.405 1.422 -1.628
```

Computed properties:
* ΔE to the lowest compared entry with this formula, charge and spin: 125.3 kcal per mole
* DFT total energy: -18055.54171 eV
* net charge: 0

---

Entry 4:
C4H6N2S2 | the ωB97M-V functional and the def2-TZVPD basis

```
14
C4H6N2S2 | the Open Molecules 2025 dataset | the ωB97M-V functional and the def2-TZVPD basis
C -1.655 -1.024 1.568
C -1.703 -0.169 0.275
S -2.164 -0.533 -1.202
N -1.415 1.263 0.443
C -0.236 1.709 0.192
N 1.069 1.092 -0.098
C 1.597 -0.259 0.229
S 3.217 -0.576 -0.187
H -2.328 -0.366 2.315
H -0.678 -1.350 2.173
H -2.232 -1.958 1.456
H 0.053 2.750 0.313
H 1.813 1.859 -0.364
H 0.930 -1.210 0.334
```

Computed properties:
* ΔE to the lowest compared entry with this formula, charge and spin: 74.8 kcal per mole
* DFT total energy: -28892.96706 eV
* net charge: 0

---

Entry 5:
C4H6N3 | the ωB97M-V functional and the def2-TZVPD basis

```
13
C4H6N3 | the Open Molecules 2025 dataset | the ωB97M-V functional and the def2-TZVPD basis
C 1.343 -0.574 0.237
C 0.797 0.627 0.333
C 0.053 2.932 -0.003
C -0.519 -1.901 -0.403
N 0.791 -1.623 -0.198
N 0.451 1.775 0.163
N -1.432 -1.206 0.363
H 2.333 -0.702 0.777
H 0.602 3.935 0.061
H -0.999 3.184 -0.136
H -0.545 -2.193 -1.470
H -0.439 -2.902 0.035
H -2.436 -1.353 0.241
```

Computed properties:
* ΔE to the lowest compared entry with this formula, charge and spin: 155.4 kcal per mole
* DFT total energy: -8701.76535 eV
* net charge: +1

---

Entry 6:
C4H6N3 | the ωB97M-V functional and the def2-TZVPD basis

```
13
C4H6N3 | the Open Molecules 2025 dataset | the ωB97M-V functional and the def2-TZVPD basis
H -0.811 -0.609 -1.255
N -1.745 -0.852 -1.087
C -2.626 -0.348 -0.372
C -2.372 0.856 0.476
N -1.177 1.076 0.787
C -0.139 0.565 0.291
N 0.976 0.161 0.245
C 2.335 0.245 0.063
H -3.660 -0.686 -0.409
H -3.161 1.331 1.014
H 2.720 0.535 1.056
H 2.829 -0.776 -0.291
H 2.582 1.086 -0.627
```

Computed properties:
* ΔE to the lowest compared entry with this formula, charge and spin: 79.2 kcal per mole
* DFT total energy: -8705.06749 eV
* net charge: +1

---

Copy entry 4 word for word.
C4H6N2S2 | the ωB97M-V functional and the def2-TZVPD basis

```
14
C4H6N2S2 | the Open Molecules 2025 dataset | the ωB97M-V functional and the def2-TZVPD basis
C -1.655 -1.024 1.568
C -1.703 -0.169 0.275
S -2.164 -0.533 -1.202
N -1.415 1.263 0.443
C -0.236 1.709 0.192
N 1.069 1.092 -0.098
C 1.597 -0.259 0.229
S 3.217 -0.576 -0.187
H -2.328 -0.366 2.315
H -0.678 -1.350 2.173
H -2.232 -1.958 1.456
H 0.053 2.750 0.313
H 1.813 1.859 -0.364
H 0.930 -1.210 0.334
```

Computed properties:
* ΔE to the lowest compared entry with this formula, charge and spin: 74.8 kcal per mole
* DFT total energy: -28892.96706 eV
* net charge: 0

---

Repeat the first record exactly.
C4H6N2S | the ωB97M-V functional and the def2-TZVPD basis

```
13
C4H6N2S | the Open Molecules 2025 dataset | the ωB97M-V functional and the def2-TZVPD basis
H 2.413 -0.096 -0.838
N 2.421 -0.966 -0.366
C 1.344 -0.834 0.395
N 0.560 0.318 0.559
C 0.009 1.181 -0.480
C -0.785 0.429 0.615
C -1.711 -0.599 -0.043
S -3.352 -0.496 -0.031
H 1.456 -1.694 1.274
H -0.114 0.596 -1.419
H 0.050 2.210 -0.272
H -1.012 1.007 1.599
H -1.279 -1.054 -0.993
```

Computed properties:
* ΔE to the lowest compared entry with this formula, charge and spin: 100.9 kcal per mole
* DFT total energy: -18056.59870 eV
* net charge: 0

---

- Which formula does entry 3 have?
  C4H6N2S

---

- Which formula does entry 6 have?
  C4H6N3